# 1
The following is a quantum chemistry calculation of a cluster of 5 separate species, C32H78N5O in total in a non-equilibrium geometry, from OMol25.

Geometry (Å):
1 C 1.95547 2.27088 2.47852
2 C 0.62755 1.97804 1.50516
3 C -0.04725 0.59128 2.09250
4 C -1.44255 0.14693 1.35566
5 C -1.56876 -1.50887 1.53842
6 C -2.80734 0.77856 2.00987
7 O -3.64599 1.17248 0.85403
8 C -2.53661 2.16709 2.83830
9 C -3.95981 2.78265 3.46407
10 N -4.23231 2.33485 4.88308
11 H 2.71947 1.38385 2.47796
12 H 1.49957 2.50104 3.55728
13 H 2.49455 3.22887 2.05010
14 H -0.05607 2.92469 1.59143
15 H 1.00648 1.87529 0.39327
16 H 0.74790 -0.26948 1.86484
17 H -0.18696 0.59060 3.26292
18 H -1.46400 0.33111 0.19200
19 H -0.53866 -2.02566 1.75621
20 H -1.98462 -1.99560 0.54811
21 H -2.25774 -1.72775 2.48536
22 H -3.70228 0.43209 0.17891
23 H -1.78332 2.03859 3.72799
24 H -2.18820 2.98594 2.04255
25 H -3.79900 3.96471 3.46308
26 H -4.89890 2.50425 2.79240
27 H -4.47021 3.19917 5.45459
28 H -3.36127 1.90049 5.27407
29 C -1.02109 3.20454 -2.89317
30 C 0.15706 3.15481 -3.86265
31 N 1.34773 2.50530 -3.30868
32 C 2.55921 2.73536 -4.09987
33 C 2.58994 2.17627 -5.51789
34 C 1.17336 1.14026 -2.81361
35 C 0.63124 0.09681 -3.78586
36 H -0.72908 3.65838 -1.94054
37 H -1.82795 3.81090 -3.31926
38 H -1.42807 2.20966 -2.69553
39 H 0.40485 4.19450 -4.11215
40 H -0.16711 2.67872 -4.79436
41 H 3.43023 2.35489 -3.55166
42 H 2.72261 3.81904 -4.16172
43 H 2.70370 1.09055 -5.52234
44 H 3.45178 2.58691 -6.05467
45 H 1.69588 2.44016 -6.08980
46 H 0.50010 1.17274 -1.94733
47 H 2.12207 0.77413 -2.39904
48 H -0.24465 0.45002 -4.33600
49 H 0.32463 -0.79685 -3.23106
50 H 1.38952 -0.22140 -4.50426
51 C 3.86014 -6.70790 -3.86249
52 C 2.56987 -6.07684 -3.34542
53 N 2.63533 -4.61814 -3.22557
54 C 1.53664 -4.04722 -2.44230
55 C 0.12413 -4.20295 -2.99445
56 C 2.98856 -3.88087 -4.43821
57 C 2.11686 -4.08739 -5.67331
58 H 4.71995 -6.39795 -3.25966
59 H 3.78850 -7.79968 -3.80665
60 H 4.05244 -6.44496 -4.90574
61 H 2.38455 -6.50556 -2.35222
62 H 1.73716 -6.39355 -3.98270
63 H 1.73065 -2.98192 -2.26494
64 H 1.55992 -4.50293 -1.44397
65 H -0.04931 -3.55010 -3.85204
66 H -0.60263 -3.91663 -2.22675
67 H -0.09923 -5.23361 -3.28416
68 H 4.02019 -4.13993 -4.70914
69 H 3.03406 -2.80626 -4.21658
70 H 1.91922 -5.14299 -5.87641
71 H 2.62593 -3.67956 -6.55363
72 H 1.16243 -3.56369 -5.58878
73 C 6.72215 5.22015 6.98305
74 C 5.87839 3.97237 7.23109
75 N 4.53317 4.04793 6.65568
76 C 3.62625 3.01088 7.15428
77 C 3.96991 1.56117 6.83095
78 C 4.45376 4.31098 5.21924
79 C 5.17754 3.34991 4.28092
80 H 6.19894 6.12259 7.31564
81 H 7.66084 5.15181 7.54377
82 H 6.97883 5.33482 5.92690
83 H 5.79197 3.86079 8.31952
84 H 6.42450 3.09441 6.86945
85 H 2.60739 3.21853 6.80386
86 H 3.56871 3.10768 8.24615
87 H 3.78241 1.32525 5.78169
88 H 3.33540 0.89361 7.42363
89 H 5.00904 1.31596 7.06795
90 H 4.84498 5.31944 5.03286
91 H 3.40094 4.37382 4.91331
92 H 6.19958 3.13675 4.60433
93 H 5.24164 3.79270 3.28078
94 H 4.64090 2.40488 4.17478
95 C -6.21318 -2.19055 0.92631
96 C -6.58431 -1.64211 -0.44915
97 N -5.65330 -2.03505 -1.50993
98 C -5.81808 -1.26515 -2.74552
99 C -7.14072 -1.40556 -3.49065
100 C -5.44126 -3.47075 -1.69064
101 C -6.66502 -4.33956 -1.96553
102 H -5.18191 -1.93279 1.18856
103 H -6.87038 -1.75813 1.68877
104 H -6.32464 -3.27668 0.97525
105 H -6.58226 -0.54788 -0.36391
106 H -7.61314 -1.93516 -0.68466
107 H -4.99793 -1.50226 -3.43479
108 H -5.67881 -0.20345 -2.50414
109 H -7.22116 -2.37105 -3.99375
110 H -7.20612 -0.63714 -4.26831
111 H -8.00542 -1.27644 -2.83361
112 H -4.94874 -3.86090 -0.79066
113 H -4.70605 -3.63749 -2.48917
114 H -7.49212 -4.12847 -1.28294
115 H -6.40167 -5.39518 -1.83614
116 H -7.02151 -4.22581 -2.99135

HOMO: -1.325 eV
total energy: -1614.794527 a.u.
HOMO-LUMO gap: 0.1355 Eh
multiplicity: 1
charge: -1

# 2
The following is a quantum chemistry calculation of a cluster of 7 separate species, C32H79BF3IN7O10 in total in a non-equilibrium geometry, from OMol25.

Geometry (Å):
1 C -2.78902 -0.58302 3.41913
2 C -3.47853 -0.41991 1.94678
3 O -2.73181 -1.06777 0.88802
4 B -2.81118 -2.50419 0.92876
5 O -3.80637 -3.09747 1.79455
6 C -1.72702 -3.39058 0.03799
7 C -1.93312 -2.93622 -1.48049
8 C -2.61061 -4.01273 -2.45513
9 C -1.65922 -5.20778 -2.92517
10 I -3.15570 -2.91938 -4.31154
11 N -0.41181 -3.07458 0.66539
12 C 0.75899 -3.40426 -0.10961
13 F 1.82284 -3.70012 0.82234
14 F 1.24116 -2.24261 -0.84109
15 F 0.67213 -4.50809 -0.96531
16 C -2.07865 -4.91998 0.37514
17 O -3.19891 -5.50030 0.17532
18 O -1.09213 -5.68481 1.01323
19 H -2.80064 0.46377 3.91053
20 H -1.71986 -0.96170 3.25754
21 H -3.44643 -1.28731 4.02826
22 H -4.59951 -0.65758 1.95944
23 H -3.41580 0.71655 1.73016
24 H -4.64655 -3.27073 1.32156
25 H -0.98368 -2.56164 -2.02083
26 H -2.64066 -2.01770 -1.49667
27 H -3.61019 -4.36974 -2.03214
28 H -1.28746 -5.86604 -2.06021
29 H -0.74879 -4.74379 -3.45952
30 H -2.21723 -5.85509 -3.69041
31 H -0.38230 -2.09431 0.97645
32 C 5.26501 -0.19800 1.69998
33 C 4.09046 -0.58631 0.80673
34 C 3.61417 0.55890 -0.11156
35 O 2.82476 1.54702 0.54704
36 C 3.57322 2.54394 1.21873
37 N 2.99954 -1.09419 1.64603
38 H 4.96766 0.44998 2.52717
39 H 5.71476 -1.09117 2.14300
40 H 6.04340 0.31257 1.12514
41 H 4.43285 -1.40221 0.16105
42 H 2.96123 0.12479 -0.87587
43 H 4.45222 1.02190 -0.64671
44 H 4.49815 2.79343 0.69121
45 H 3.78765 2.22567 2.24079
46 H 2.95714 3.44400 1.27855
47 H 2.25520 -1.43219 1.04116
48 H 2.58139 -0.29074 2.11705
49 C 4.98971 -5.93395 -4.17412
50 C 3.76235 -5.78042 -3.28099
51 C 2.84724 -7.02290 -3.27771
52 O 2.02576 -7.14649 -4.43614
53 C 2.66315 -7.75399 -5.54515
54 N 3.02968 -4.57232 -3.67887
55 H 4.74848 -5.85915 -5.23676
56 H 5.71647 -5.14548 -3.95813
57 H 5.48407 -6.89413 -4.00032
58 H 4.12493 -5.63857 -2.25724
59 H 2.15344 -6.92506 -2.43616
60 H 3.41745 -7.94333 -3.10345
61 H 3.36510 -8.53573 -5.24156
62 H 3.16930 -6.99749 -6.14864
63 H 1.89093 -8.20798 -6.16985
64 H 2.26182 -4.42670 -3.02528
65 H 2.55863 -4.78079 -4.56024
66 C -5.69465 3.50644 2.19792
67 C -6.51934 2.27666 2.56465
68 C -7.93947 2.61722 3.06278
69 O -7.98670 3.08728 4.40536
70 C -7.71950 4.47069 4.55201
71 N -5.77731 1.48117 3.55114
72 H -5.34336 4.05338 3.07538
73 H -4.80652 3.21135 1.63169
74 H -6.27142 4.19337 1.57190
75 H -6.62717 1.67774 1.65346
76 H -8.52806 1.69335 3.05503
77 H -8.44838 3.31394 2.38584
78 H -8.10690 5.05883 3.71519
79 H -6.64708 4.63281 4.67266
80 H -8.20715 4.81255 5.46751
81 H -6.29071 0.61937 3.72710
82 H -5.82908 1.97846 4.44235
83 C -5.46173 5.65574 7.40636
84 C -4.82043 4.34661 7.85553
85 C -3.53843 4.54647 8.69079
86 O -2.38673 4.88101 7.92261
87 C -2.26753 6.25920 7.61211
88 N -4.57116 3.50737 6.67524
89 H -4.91181 6.13678 6.59485
90 H -6.47474 5.47276 7.03777
91 H -5.53624 6.36270 8.23755
92 H -5.54888 3.83307 8.49253
93 H -3.30107 3.59194 9.17284
94 H -3.69281 5.27140 9.49890
95 H -2.63597 6.89820 8.41934
96 H -2.78922 6.48076 6.67937
97 H -1.20950 6.47821 7.45507
98 H -4.22478 2.60163 6.98600
99 H -3.77569 3.91143 6.17914
100 C 3.54768 7.60798 0.45020
101 C 2.82446 8.62120 1.33211
102 C 2.27946 8.01472 2.64230
103 O 1.08458 7.25700 2.48273
104 C 1.29114 5.91378 2.07546
105 N 1.75940 9.26194 0.54962
106 H 2.86155 6.92628 -0.05605
107 H 4.11591 8.12271 -0.32979
108 H 4.25495 7.01310 1.03497
109 H 3.55597 9.38918 1.60680
110 H 2.01386 8.84253 3.30904
111 H 3.04565 7.42994 3.16496
112 H 2.20026 5.48587 2.50647
113 H 1.31737 5.85265 0.98612
114 H 0.43812 5.32341 2.41546
115 H 1.33769 9.99705 1.11394
116 H 1.00848 8.57862 0.44479
117 C 6.39272 -4.44491 -9.78081
118 C 5.46818 -4.94725 -8.67609
119 C 4.09743 -5.42922 -9.19624
120 O 3.19139 -4.37822 -9.51678
121 C 3.36535 -3.82718 -10.81089
122 N 5.32174 -3.89662 -7.66090
123 H 6.10053 -3.46332 -10.15911
124 H 7.41484 -4.34783 -9.40378
125 H 6.41646 -5.14472 -10.62115
126 H 5.96159 -5.80704 -8.20933
127 H 3.61506 -5.99589 -8.39240
128 H 4.20695 -6.12106 -10.04008
129 H 3.66783 -4.58034 -11.54372
130 H 4.09018 -3.01173 -10.77779
131 H 2.41009 -3.40319 -11.12696
132 H 4.77572 -4.26754 -6.88535
133 H 4.71768 -3.17561 -8.05709

HOMO: -4.150 eV
total energy: -3024.434612 a.u.
HOMO-LUMO gap: 0.2143 Eh
multiplicity: 1
charge: -1